# 1
This record from the Open Molecules 2025 dataset describes a 4-piece molecular cluster, C39H71Cl2F9N2O6P overall in a non-equilibrium geometry. The level of theory is ωB97M-V with the def2-TZVPD basis set.

XYZ file:
```
130
Properties=species:S:1:pos:R:3
Cl -4.381 3.515 0.071
Cl -3.505 0.538 -3.334
P -5.635 -2.004 0.010
F -1.963 3.571 10.721
F 0.044 4.417 10.620
F -1.672 5.593 9.964
F -7.105 -5.546 -1.865
F -8.291 -6.821 -3.178
F -9.244 -5.193 -2.083
F 8.085 3.395 -7.228
F 9.037 2.009 -5.840
F 10.194 3.629 -6.725
O 8.857 5.548 -5.346
O -7.748 -7.571 -0.032
O -1.232 2.643 8.175
O 8.067 3.878 -3.985
O -0.419 4.738 7.711
O -9.912 -7.486 -0.789
N -1.470 -0.014 -0.939
N -3.914 -1.549 0.099
C 7.987 -2.644 -2.887
C -10.298 -8.422 0.228
C -6.375 -1.791 -1.737
C 7.399 -3.950 -2.032
C -3.847 -0.060 0.285
C 8.164 -4.127 -0.585
C -1.391 1.237 3.191
C -2.144 -0.070 2.468
C 6.096 1.998 -1.695
C -6.002 -3.710 0.779
C -0.964 3.786 8.535
C 8.975 3.323 -6.196
C 3.752 0.718 1.293
C -2.685 0.746 -0.505
C -4.892 -4.875 0.468
C -3.210 1.597 -1.843
C -0.157 4.329 6.360
C 1.144 0.721 2.214
C -1.597 -1.506 -0.910
C 9.565 6.616 -3.284
C -4.704 3.562 -2.859
C 6.305 1.059 -3.024
C -1.420 4.421 5.523
C 7.335 -1.312 -2.186
C -10.525 -7.709 1.549
C -3.109 -2.112 -1.048
C -4.468 2.599 -1.536
C -8.587 -7.135 -0.817
C -8.307 -6.179 -1.974
C -0.118 1.810 2.305
C 5.959 1.146 -0.280
C 8.493 6.519 -4.354
C 7.669 0.102 -2.947
C 4.886 1.827 0.763
C 8.586 4.240 -5.038
C -1.141 4.336 9.949
C -3.645 0.276 1.912
C 2.465 1.611 1.796
C -7.644 -0.705 -1.641
H 10.541 6.822 -3.735
H -1.208 4.188 4.476
H -0.954 -1.992 -1.785
H -5.251 -5.956 0.791
H -7.726 -0.047 -2.633
H 7.377 -3.847 0.265
H -2.184 3.726 5.884
H 5.124 2.662 -1.850
H -3.721 3.598 -3.531
H 7.654 -1.231 -1.039
H 5.582 0.045 -0.492
H 0.941 -0.050 1.333
H 0.239 2.799 2.860
H -10.896 -8.406 2.306
H 7.014 1.175 0.246
H -7.410 0.035 -0.740
H 5.467 2.210 1.731
H -4.405 -0.360 2.564
H 4.307 2.744 0.312
H -0.404 2.120 1.214
H -6.076 -3.593 1.942
H -11.233 -8.885 -0.103
H -1.025 0.361 -1.807
H 7.686 -2.691 -4.024
H -3.016 -3.285 -0.843
H 6.985 2.776 -1.556
H 9.661 5.674 -2.735
H -5.111 4.625 -2.587
H -1.387 -0.454 1.664
H 0.597 5.016 5.961
H 6.385 1.795 -3.957
H 9.152 -2.594 -2.705
H -5.517 3.022 -3.534
H -3.810 1.449 2.047
H -3.878 -4.564 1.017
H 4.192 0.108 2.196
H 7.511 6.292 -3.923
H -1.141 -1.952 0.095
H 5.374 0.371 -3.217
H -0.918 0.879 4.226
H -3.523 -1.990 0.985
H -7.077 -4.042 0.380
H 7.468 -4.948 -2.671
H -3.601 -2.015 -2.104
H 9.049 -3.353 -0.467
H 1.283 0.123 3.237
H -4.940 0.355 0.042
H -8.668 -1.240 -1.391
H -2.297 1.598 0.237
H -4.618 -4.849 -0.693
H 6.152 -1.432 -2.208
H -2.247 -0.898 3.307
H 0.276 3.323 6.331
H -2.287 2.302 -2.118
H -9.558 -9.225 0.324
H -11.250 -6.898 1.428
H 9.330 7.411 -2.571
H 8.552 -5.240 -0.431
H -2.172 2.070 3.464
H -9.599 -7.257 1.918
H 3.498 -0.028 0.415
H 8.518 0.695 -2.358
H 8.065 -0.165 -4.017
H -6.825 -2.774 -2.187
H 6.249 -3.762 -1.781
H 8.402 7.481 -4.869
H 2.138 2.269 0.859
H -5.438 1.907 -1.475
H -1.849 5.426 5.583
H 2.729 2.289 2.731
H -5.616 -1.282 -2.504
```

- Net charge: +1
- Total energy: -115633.449 eV


# 2
This record from the Open Molecules 2025 dataset describes a 11-piece molecular cluster, C48H66O15S overall in a non-equilibrium geometry. The level of theory is ωB97M-V with the def2-TZVPD basis set.

XYZ file:
```
130
Properties=species:S:1:pos:R:3
S 0.902 0.733 -0.198
O -2.404 4.911 1.469
O 0.986 -3.698 -2.105
O -1.247 -5.325 -4.411
O 5.468 3.248 0.447
O -3.241 2.944 0.847
O 2.370 -4.900 -0.849
O 0.589 1.675 -1.318
O -2.491 -1.690 0.858
O 1.472 0.505 -4.808
O -3.976 -0.680 -0.457
O 2.059 3.675 4.567
O 6.059 5.255 -0.331
O 1.609 -1.705 -5.094
O -2.273 -4.407 -2.645
O 1.008 3.905 2.625
C -0.351 1.035 1.060
C -1.375 -6.810 2.521
C 2.496 -6.234 -0.360
C -5.365 0.391 1.154
C -2.889 1.907 -2.963
C 1.452 -7.104 -1.109
C 2.108 -0.694 -4.696
C -4.450 -0.612 1.836
C -0.780 -4.568 1.021
C -2.491 3.855 0.624
C -1.665 2.230 -3.515
C 3.759 -1.994 3.892
C 2.411 -2.193 3.632
C -1.320 5.776 1.128
C -2.324 -2.143 -3.345
C 1.598 -1.119 3.281
C -1.527 4.011 -0.508
C -5.254 -0.005 -0.321
C -0.287 3.880 4.701
C 5.199 4.503 0.021
C -3.965 2.799 -3.047
C 2.130 0.164 3.303
C -2.582 -3.082 -2.164
C -0.167 -6.144 2.736
C 4.226 2.578 0.857
C 2.265 1.533 -4.211
C -1.994 -5.213 0.840
C -3.535 -1.106 0.739
C 3.379 -0.537 -3.876
C 0.750 -6.121 -2.051
C -1.500 3.385 -4.264
C -2.274 -6.365 1.569
C 3.451 0.382 3.664
C 1.318 -4.777 -1.695
C 0.239 -0.854 -0.666
C 1.722 3.594 5.962
C -3.789 3.987 -3.736
C -1.576 -4.348 -3.804
C 0.142 -5.038 1.953
C 4.292 -0.711 3.884
C 3.196 0.838 -3.241
C -2.572 4.273 -4.349
C 3.715 4.764 0.186
C 0.948 3.794 3.818
C 0.329 4.221 6.067
C -1.296 -2.903 -4.185
C 3.152 3.362 0.143
C -0.681 5.251 -0.161
H -0.545 3.651 -4.696
H -4.896 2.484 -2.597
H -3.888 -0.241 2.689
H -3.046 0.985 -2.413
H 1.052 -4.470 2.101
H -5.123 1.430 1.339
H -0.794 2.917 4.769
H -0.661 5.956 -0.986
H 0.977 -1.405 -1.254
H 1.503 1.048 3.238
H 0.058 -1.490 0.199
H 4.409 -2.820 4.152
H 4.235 1.521 0.614
H -6.407 0.238 1.450
H -3.633 -3.069 -1.881
H -2.111 4.217 -1.407
H -0.933 4.659 4.313
H 5.349 -0.548 4.053
H -1.953 -2.870 -1.300
H 3.816 1.395 3.766
H -4.995 -1.477 2.231
H -4.555 4.753 -3.787
H -0.439 0.192 1.740
H 2.832 2.015 -5.019
H 3.601 5.168 1.200
H 0.770 -7.508 -0.360
H -0.567 -3.615 0.551
H -1.453 -2.756 -5.246
H 0.958 -6.344 -3.091
H -3.229 -6.862 1.461
H -5.190 0.865 -0.969
H -1.605 -7.646 3.172
H 0.533 -6.496 3.484
H -1.319 1.160 0.569
H -0.221 3.888 6.944
H 2.310 -6.198 0.711
H 1.893 -7.947 -1.633
H 4.275 -0.663 -4.482
H -0.933 3.114 -0.649
H -0.834 1.543 -3.397
H -0.662 -0.711 -1.261
H 0.336 4.917 0.043
H -0.082 1.946 1.597
H 2.780 0.741 -2.241
H -0.592 5.718 1.939
H 2.143 3.269 0.544
H -6.045 -0.671 -0.659
H 1.700 2.550 6.283
H 0.550 -1.299 3.074
H 3.494 -6.636 -0.534
H 0.423 5.308 6.148
H -2.422 5.239 -4.817
H 3.279 5.491 -0.490
H -0.280 -2.704 -3.849
H -2.036 -1.136 -3.046
H 2.477 4.135 6.525
H 2.002 -3.191 3.728
H 4.123 1.402 -3.118
H 1.673 2.327 -3.759
H 3.063 2.954 -0.869
H -0.314 -6.076 -1.826
H 3.366 -1.349 -3.151
H -3.237 -2.023 -3.934
H 4.230 2.734 1.938
H -1.650 6.814 1.079
H -2.717 -4.803 0.147
```

- Total energy: -92396.034 eV


# 3
This record from the Open Molecules 2025 dataset describes C20H37CrN3O4PS2 as an isolated structure in a non-equilibrium geometry. The level of theory is ωB97M-V with the def2-TZVPD basis set.

XYZ file:
```
68
Properties=species:S:1:pos:R:3
Cr 1.035 -0.347 -0.070
S -2.048 -2.741 1.948
S -0.616 -1.948 -1.011
P -2.280 -2.164 0.093
O 4.344 -2.440 1.160
O -3.230 -3.147 -0.777
O -3.196 -0.870 0.106
O 2.646 -1.529 0.107
N 1.089 -1.524 2.217
N 2.468 -1.917 2.373
N 1.130 1.411 0.028
C 3.126 -1.915 1.143
C 0.733 5.051 0.516
C 3.674 1.586 -1.936
C 4.332 1.470 0.511
C 0.446 3.694 0.557
C -0.824 2.352 2.320
C -0.911 3.303 1.120
C 5.227 -1.884 2.142
C 2.711 3.259 -0.253
C -2.788 -4.397 -1.340
C 1.413 2.726 0.096
C -2.833 -5.514 -0.313
C 3.892 2.383 -0.643
C 1.961 5.553 0.105
C -1.841 2.737 0.046
C -3.700 -4.669 -2.519
C -5.292 -0.880 -1.116
C -3.173 -0.115 -2.260
C -3.936 -0.217 -0.955
C 2.935 4.629 -0.247
H -0.406 1.397 2.009
H -5.179 -1.890 -1.510
H 5.233 0.902 0.244
H 0.713 -1.330 3.136
H 0.569 -2.331 1.881
H 6.229 -2.159 1.835
H 3.921 4.987 -0.542
H -4.080 0.784 -0.559
H 5.021 -2.295 3.132
H -3.863 -5.695 0.008
H -1.428 1.813 -0.355
H -1.360 4.229 1.487
H -1.954 3.453 -0.776
H 2.845 0.894 -1.823
H 4.544 2.064 1.405
H -1.764 -4.270 -1.697
H -5.906 -0.292 -1.802
H -5.800 -0.941 -0.152
H 5.143 -0.796 2.154
H 2.161 6.617 0.087
H -4.735 -4.755 -2.176
H -2.196 0.339 -2.108
H -3.027 -1.100 -2.707
H -0.039 5.747 0.839
H 2.906 -1.244 2.990
H 4.722 3.068 -0.839
H -2.433 -6.431 -0.756
H 3.440 2.260 -2.764
H -3.748 0.506 -2.952
H -2.243 -5.256 0.565
H -3.639 -3.858 -3.247
H -0.180 2.774 3.099
H -3.414 -5.604 -3.008
H -1.821 2.178 2.742
H 3.533 0.769 0.744
H -2.833 2.516 0.460
H 4.575 1.015 -2.194
```

- Multiplicity: 5
- Net charge: -1
- Total energy: -93384.867 eV